78
Properties=species:S:1:pos:R:3:forces:R:3:lowdin_spin:R:1 method="wB97M-V/def2-TZVPD" homo_lumo_gap_ev="7.25 / 2.09" total_charge=+1 spin_multiplicity=2 s2=0.782 max_force_ev_per_a=3.5
Cl 2.282878 -25.390213 5.101465 -0.4277 -0.4569 -0.7352 0.000
C 3.110252 -25.261152 6.613811 -0.0301 0.3492 1.9763 0.000
C 3.037641 -26.532563 7.469654 0.6260 -0.6604 -0.4372 0.000
Cl 3.683515 -26.306358 9.142227 0.0418 0.4281 -0.2838 0.000
H 2.621293 -24.478352 7.193677 0.0007 0.1738 -0.1162 0.000
H 4.135300 -24.933902 6.439756 0.0218 -0.2499 -0.0299 0.000
H 3.690480 -27.302505 7.058467 -0.1585 -0.0307 -0.1295 0.000
H 2.049064 -26.966858 7.618679 0.0399 0.4340 -0.2888 0.000
Cl 6.272732 -28.459001 7.229869 0.0030 0.4712 -0.0767 0.000
C 7.089811 -29.629033 8.306136 0.3817 -0.2593 -0.2396 0.000
C 8.599917 -29.665454 7.948654 -0.0828 -0.6529 0.4007 0.000
Cl 9.352908 -31.176114 8.588740 -0.2851 0.3614 0.0522 0.000
H 6.567026 -30.570376 8.136799 0.4514 -0.0886 -0.2232 0.000
H 6.830665 -29.349267 9.327246 0.5422 0.1296 -0.0167 0.000
H 9.185052 -28.845514 8.365097 -0.3450 0.0736 0.1967 0.000
H 8.828985 -29.689844 6.883268 -0.6104 0.0330 0.0072 0.000
Cl 0.910066 -23.636872 13.521791 0.8824 0.2000 -0.3051 0.000
C 2.153428 -24.303271 12.379057 -1.9447 -1.7559 0.0196 0.000
C 1.984225 -25.853497 12.399187 1.1753 0.7306 0.1964 0.000
Cl 2.459425 -26.542408 13.990578 -0.1735 0.0588 -0.2746 0.000
H 3.178840 -23.983735 12.564931 -0.3398 0.1342 0.2457 0.000
H 1.771677 -24.044252 11.391496 0.4161 0.4511 -0.0479 0.000
H 2.709740 -26.253710 11.690979 -0.1347 -0.1168 -0.0221 0.000
H 0.985571 -26.194568 12.126319 0.0002 0.3091 0.2381 0.000
Cl -0.391450 -26.079761 2.721273 -0.1612 -0.0159 0.1750 0.000
C 0.493405 -25.142106 1.502583 0.9743 0.0788 -0.0574 0.000
C 1.920926 -25.707322 1.328038 -0.0258 0.1450 0.7255 0.000
Cl 1.953759 -27.451472 1.029230 -0.0606 -0.2151 -0.4627 0.000
H 0.602260 -24.137350 1.910885 -0.0879 0.0454 -0.1459 0.000
H -0.119473 -25.103463 0.602036 0.2886 -0.1791 0.0056 0.000
H 2.484783 -25.606901 2.255448 -0.3563 0.1685 0.2606 0.000
H 2.573834 -25.195872 0.620759 -0.6640 0.0086 -0.4889 0.000
C -1.157805 -24.765192 10.003484 -0.0751 -1.4089 -0.7418 0.000
O -1.270697 -25.455478 11.000296 0.1873 0.9684 0.1928 0.000
N -0.854878 -25.335592 8.807674 0.8229 0.7348 -2.7774 0.000
C -0.905723 -24.590846 7.473765 0.5343 -0.4327 0.7136 0.000
C -0.599881 -26.777457 8.654331 -0.5165 0.2623 0.0800 0.000
H -1.290281 -23.680296 9.870656 -0.1417 0.0592 0.6133 0.000
H -1.168070 -23.533839 7.518398 -0.2605 -0.1531 0.6657 0.000
H -1.540166 -25.052140 6.716938 -0.5499 -0.2944 0.5352 0.000
H 0.053559 -24.598878 6.956256 0.4698 -0.1700 0.4128 0.000
H -0.103139 -27.239335 9.507572 -0.4598 0.3163 0.3120 0.000
H -1.565917 -27.235013 8.440965 0.1097 -0.4910 0.2376 0.000
H 0.048166 -27.015824 7.810935 -0.1127 0.5646 -0.2801 0.000
C 7.326711 -25.477809 10.040599 -1.8926 -0.8395 2.8077 -0.021
O 7.903262 -26.040075 10.975811 0.0754 0.7958 -1.5698 0.359
N 7.896874 -25.057618 8.901473 1.5916 -0.1738 -1.9665 0.466
C 7.011557 -24.663198 7.777297 0.6933 0.4518 0.5402 0.053
C 9.354633 -25.125526 8.773422 0.4953 0.2873 -0.1711 0.052
H 6.245408 -25.271939 10.064804 0.1551 -0.2501 0.0823 -0.005
H 7.363934 -23.674002 7.485040 -0.1025 0.1778 -0.1203 0.023
H 5.965440 -24.638379 8.082464 0.2069 -0.0965 0.2010 0.000
H 7.125379 -25.305745 6.904207 0.2884 -0.3647 0.1818 0.024
H 9.866729 -25.134298 9.735598 -0.5346 0.0561 0.1618 0.005
H 9.715301 -26.015993 8.258555 -0.5575 -0.4404 -0.1657 0.030
H 9.760538 -24.315717 8.167160 -0.5026 0.2726 -0.0250 0.013
C 5.339000 -28.734694 1.724948 0.9557 -1.0781 0.7861 0.000
O 5.895963 -29.390388 0.871183 -0.2832 0.3900 -0.1089 0.000
N 5.570728 -28.930428 3.075747 -0.6112 1.0316 -0.1382 0.000
C 4.815499 -28.148389 4.054107 1.2030 -0.0971 0.1941 0.000
C 6.415948 -29.991955 3.593632 0.2449 -1.0596 -0.4853 0.000
H 4.601199 -27.941770 1.527152 0.0861 -0.0486 0.0304 0.000
H 4.169105 -27.354990 3.678874 -0.2918 -0.5853 -0.6299 0.000
H 5.568362 -27.575498 4.595475 0.0474 0.0072 0.6428 0.000
H 4.306589 -28.836101 4.729508 -0.2261 0.3051 0.0295 0.000
H 5.820513 -30.841942 3.926924 -0.1989 -0.1107 -0.3171 0.000
H 7.125945 -30.340134 2.843442 -0.4658 0.0519 -0.4055 0.000
H 7.074957 -29.852701 4.450607 -0.2801 1.3604 0.2418 0.000
C 2.445410 -31.688665 6.040618 0.2028 -0.0108 -0.6094 0.000
Cl 2.767063 -30.026877 6.567742 -0.3290 0.3202 -0.0711 0.000
Cl 3.714498 -32.145805 4.884746 -0.1731 0.0147 -0.1232 0.000
Cl 2.566527 -32.704324 7.423010 -0.0623 -0.7075 0.8432 0.000
Cl 0.860108 -31.873697 5.284975 0.2134 0.3134 0.0921 0.000
C 5.300746 -23.310778 2.841859 -1.0771 0.3055 -0.9726 0.000
Cl 5.827914 -24.288135 4.206603 0.0486 0.0688 0.2191 0.000
Cl 6.347521 -21.949769 2.526784 0.3363 0.0078 0.3029 0.000
Cl 5.196136 -24.317444 1.403625 0.5612 -0.4799 -0.2314 0.000
Cl 3.629987 -22.701228 3.039737 0.2180 0.0664 0.6727 0.000

=====

18
Properties=species:S:1:pos:R:3:forces:R:3:nbo_charge:R:1 method="wB97M-V/def2-TZVPD" homo_lumo_gap_ev="6.26 / 6.69" total_charge=+1 spin_multiplicity=1 max_force_ev_per_a=4.3
B 0.560018 0.127629 -0.625526 -0.3649 -0.3390 0.4087 0.549
C 2.149218 -0.393923 -0.591067 1.4567 0.9959 0.5796 -0.776
C 1.991388 -1.706894 -1.059108 -2.4442 -1.3818 1.1151 0.066
C -0.399796 1.164143 -0.865145 0.6732 -2.3341 1.1887 -0.549
C -1.253607 -0.541106 1.285860 2.1160 3.5897 -1.1876 -0.196
C -1.626114 1.402442 -0.032044 -0.5828 1.1955 2.6314 -0.278
N -1.527360 0.831985 1.310410 -0.9985 -1.3210 -0.7015 -0.541
H 2.685699 0.256803 -1.361272 -0.5295 -0.5278 1.4258 0.306
H 2.534701 -0.385426 0.507663 -0.7101 0.4637 -1.8792 0.315
H 2.180033 -2.093725 -2.064934 -0.1225 0.5057 0.1308 0.242
H -0.269613 1.698958 -1.737786 0.1022 1.5155 -1.7053 0.267
H -1.893899 -1.277283 0.966030 -1.9213 -1.0533 -1.6333 0.222
H -0.946422 -0.810007 2.204608 1.5780 -1.2019 3.1367 0.217
H -0.275859 -0.549861 0.544030 0.2079 -0.9840 0.2370 0.053
H -2.548087 0.979330 -0.371731 -0.3882 -0.3407 -1.2276 0.239
H -1.921807 2.429085 0.267705 0.6992 0.0203 -1.3273 0.248
H 1.514831 -2.473858 -0.338095 1.0683 1.1395 -1.1854 0.230
H -0.953325 1.341706 1.960402 0.1605 0.0579 -0.0068 0.384